{"formula": "C4H5CrO5", "method": "ωB97M-V/def2-TZVPD", "lumo_energy_ev": [-0.63, -0.54], "multiplicity": 6, "energy_ha": -1576.0534, "homo_energy_ev": [-6.54, -9.19], "largest_force_ev_per_a": 1.918, "charge": 0, "relative_energy_ev": 0.103, "gap_ev": [5.9, 8.6], "species": ["O", "O", "C", "C", "O", "C", "Cr", "H", "H", "H", "H", "H", "O", "C", "O"], "coordinates": [[1.422244, -0.457156, -1.392753], [1.162980, -2.617502, -0.892038], [0.749716, -1.465631, -0.966268], [-0.541931, -1.108395, -0.228695], [-0.836713, 0.266901, -0.400338], [-1.892842, 0.750227, 0.417778], [0.498343, 1.292075, -1.564597], [-0.404076, -1.332269, 0.840899], [-1.368533, -1.727002, -0.609872], [-1.775900, 1.836260, 0.497244], [-2.863876, 0.507984, -0.037699], [-1.833149, 0.299817, 1.419276], [1.673041, 1.733017, 0.398335], [2.587916, 1.202579, 0.907270], [3.422786, 0.819095, 1.611451]], "atomic_forces_ev_per_a": [[0.0219, -0.3637, -0.5318], [-0.8250, 0.4724, -0.3042], [1.5018, -0.5001, 1.0831], [-0.5019, -0.8729, -0.1749], [-1.0024, -0.0843, 0.8730], [-0.2027, -0.1064, 0.0532], [0.5812, 1.0422, -1.2282], [0.0232, 0.0549, -0.2688], [0.1341, 0.1366, 0.1370], [-0.0987, -0.2209, -0.0014], [0.1713, 0.0625, 0.1785], [-0.0339, 0.1594, -0.2094], [0.9278, -0.3582, 0.0884], [-0.5605, 0.8686, 1.3043], [-0.1362, -0.2902, -0.9990]], "mulliken_charge": [-0.740, -0.659, 0.386, -0.233, -0.176, -0.727, 0.517, 0.345, 0.345, 0.237, 0.280, 0.309, -0.329, 0.772, -0.328]}